[1]
83
Properties=species:S:1:pos:R:3:lowdin_charge:R:1 method="wB97M-V/def2-TZVPD" max_force_ev_per_a=5.98 spin_multiplicity=1 total_charge=+1 e_tot_ev=-60109.6444
C 4.4846 5.0032 1.2691 -0.137
C 3.1081 5.7636 1.6173 -0.213
C 2.0607 5.8438 0.3955 -0.200
O 0.9632 4.8760 0.5343 -0.188
C 1.4738 3.5350 0.2666 -0.224
C 0.6424 2.7429 -0.8532 -0.195
C 0.7777 1.1007 -0.8910 -0.105
N -0.4737 0.3368 -1.2865 -0.101
C 0.1182 -0.5704 -2.3730 -0.123
C 1.1108 -1.7120 -1.9664 -0.107
C 2.5749 -1.5818 -1.4390 -0.021
C 3.5021 -2.7831 -1.0978 -0.050
C 3.0063 -4.2557 -1.2556 -0.045
C 1.5586 -4.4271 -1.7876 -0.020
C 0.6307 -3.2053 -2.1441 -0.131
C -0.8077 -3.6225 -2.7244 -0.080
C -1.0604 -0.7062 -0.3742 -0.047
C -0.2225 -1.2064 0.8979 -0.277
C -0.8686 -0.7660 2.3352 -0.038
O -0.3763 -2.6770 0.9007 -0.192
C 0.6118 -3.2986 1.7459 -0.179
C -0.0633 -4.1827 2.9272 -0.144
C -1.4253 -4.9022 2.8101 -0.020
C -1.9573 -5.6801 4.0703 -0.063
C -1.1771 -5.7842 5.4097 -0.075
C 0.1891 -5.0610 5.5275 -0.068
C 0.6943 -4.2839 4.2905 -0.043
C -1.3932 1.4755 -1.7696 -0.296
C -0.9564 2.0957 -3.2206 -0.211
C -1.4164 1.1809 -4.5028 -0.146
C -2.9706 1.3204 -1.7750 -0.539
I -4.1077 2.6782 -3.1275 1.049
C -3.8585 1.4715 -0.4647 -0.357
C -4.4382 2.9400 -0.0964 -0.231
C -0.9998 2.6839 -0.7300 -0.550
F -1.3619 4.0282 -1.0278 -0.029
S -1.1386 2.4563 1.0991 0.919
H 5.3974 5.5241 1.7388 0.082
H 4.4422 3.9643 1.7812 0.073
H 4.5958 4.8067 0.1510 0.067
H 3.3842 6.8536 1.8812 0.112
H 2.6338 5.3077 2.5588 0.120
H 1.5559 6.8819 0.4720 0.135
H 2.5471 5.8146 -0.6412 0.130
H 2.5279 3.7074 -0.1864 0.123
H 1.6711 2.9335 1.2318 0.120
H 1.0640 3.2318 -1.8135 0.157
H 1.2599 0.9398 0.1237 0.125
H 1.6961 1.0217 -1.5873 0.140
H 0.6930 0.0075 -3.1939 0.146
H -0.8036 -0.9769 -2.9439 0.127
H 3.0323 -0.5498 -1.3109 0.083
H 4.5677 -2.6138 -0.7104 0.098
H 3.6683 -5.1613 -1.0282 0.105
H 1.1813 -5.5023 -1.9415 0.107
H -0.8042 -4.7187 -3.0534 0.088
H -0.9973 -2.9896 -3.6735 0.088
H -1.6497 -3.4950 -1.9534 0.085
H -1.4069 -1.6428 -0.9613 0.136
H -2.0535 -0.3946 0.1313 0.127
H 0.9044 -1.0484 0.8474 0.126
H -0.0304 -0.2424 2.9150 0.088
H -1.7596 -0.0636 2.2297 0.050
H -1.2574 -1.6834 2.9214 0.105
H 1.2703 -4.0099 1.1190 0.125
H 1.3257 -2.5839 2.2766 0.125
H -2.0485 -4.8631 1.8616 0.091
H -2.9752 -6.2175 4.0442 0.090
H -1.5603 -6.3524 6.3281 0.093
H 0.8282 -5.0686 6.4828 0.097
H 1.6836 -3.7197 4.3784 0.090
H -1.2093 3.1954 -3.3441 0.101
H 0.1956 2.0716 -3.3676 0.110
H -0.5341 0.8185 -5.1260 0.084
H -2.0395 1.8720 -5.1866 0.058
H -2.0551 0.3004 -4.1615 0.062
H -3.2064 0.2769 -2.2242 0.099
H -3.4555 1.0691 0.5193 0.061
H -4.8161 0.8447 -0.6623 0.122
H -5.5216 3.1012 -0.4652 0.068
H -4.5545 2.9732 1.0596 0.089
H -3.7420 3.8061 -0.3373 0.050
H -0.0788 1.7479 1.6308 -0.077

[2]
97
Properties=species:S:1:pos:R:3:lowdin_charge:R:1 method="wB97M-V/def2-TZVPD" max_force_ev_per_a=5.50 spin_multiplicity=1 e_tot_ev=-73841.8200
C -7.6704 -0.5261 -2.2329 -0.005
C -8.1727 0.3152 -3.2538 -0.161
C -9.4581 1.2572 -3.1326 -0.151
C -10.8464 0.4886 -2.9131 -0.218
C -11.4366 -0.4660 -4.0572 -0.106
C -11.0780 -1.9020 -3.3947 -0.163
O -10.8017 -1.7688 -1.9590 -0.041
C -11.0793 -0.4014 -1.6052 -0.320
O -11.4765 -0.0339 -0.4658 0.059
H -6.7446 -1.1781 -2.4474 0.072
H -8.1898 -0.6238 -1.2243 0.065
H -7.5698 0.3468 -4.2377 0.100
H -9.5458 1.8289 -4.1303 0.119
H -9.2435 2.0477 -2.3304 0.122
H -11.5861 1.3671 -2.7704 0.148
H -12.5555 -0.1821 -4.0634 0.128
H -10.9026 -0.4690 -5.0705 0.126
H -10.1678 -2.2265 -4.0027 0.120
H -11.8837 -2.6700 -3.6588 0.128
C -9.0694 0.6811 1.9708 -0.019
C -7.8712 1.5847 2.1583 -0.346
C -8.2203 3.0319 2.3371 -0.107
O -7.0281 3.6786 1.9034 0.069
C -6.4489 2.8450 0.9919 -0.512
O -5.5278 3.1453 0.2879 0.144
O -7.0590 1.6249 0.9859 0.082
H -8.7465 -0.3315 1.7153 0.090
H -9.6716 0.6365 2.8813 0.095
H -9.7032 1.0245 1.1485 0.072
H -7.2503 1.2151 2.9819 0.161
H -8.4475 3.2839 3.3740 0.142
H -9.0435 3.3659 1.6972 0.143
C -3.1658 2.0645 -0.5807 -0.034
C -1.6926 1.9999 -0.9141 -0.333
C -1.3662 2.4153 -2.3163 -0.096
O -0.1358 1.7334 -2.5470 0.062
C -0.1631 0.6172 -1.7643 -0.528
O 0.6277 -0.2821 -1.8382 0.121
O -1.2067 0.6562 -0.8895 0.094
H -3.3531 1.6279 0.4032 0.094
H -3.5189 3.0951 -0.5776 0.059
H -3.7629 1.4919 -1.2962 0.095
H -1.1186 2.5753 -0.1790 0.149
H -1.2408 3.4943 -2.4158 0.145
H -2.0943 2.0682 -3.0564 0.143
C -0.4091 4.3214 4.5878 -0.020
C -0.4369 4.2771 3.0760 -0.349
C 0.2562 5.4333 2.4187 -0.108
O -0.3904 5.4828 1.1512 0.061
C -1.6463 4.9835 1.3407 -0.537
O -2.5276 5.0415 0.5324 0.157
O -1.7656 4.4119 2.5736 0.088
H -1.0384 3.5305 5.0036 0.089
H 0.6087 4.1922 4.9631 0.093
H -0.8044 5.2684 4.9658 0.091
H -0.0427 3.3173 2.7239 0.161
H 1.3289 5.2699 2.3049 0.143
H 0.0899 6.3892 2.9258 0.143
C 3.1625 0.2535 -0.9617 -0.033
C 4.5344 0.1907 -0.3270 -0.339
C 5.3731 -0.9581 -0.8004 -0.105
O 6.2682 -1.1400 0.2926 0.052
C 5.6049 -0.7151 1.4070 -0.516
O 5.9851 -0.8896 2.5299 0.137
O 4.4515 -0.0691 1.0743 0.095
H 2.5567 1.0265 -0.4825 0.090
H 3.2355 0.4776 -2.0280 0.100
H 2.6231 -0.6875 -0.8388 0.083
H 5.0508 1.1483 -0.4586 0.160
H 5.9170 -0.7305 -1.7183 0.142
H 4.8074 -1.8853 -0.9380 0.144
C 8.2483 -2.6003 2.5821 -0.019
C 9.6191 -2.6602 3.2200 -0.327
C 10.4607 -3.8074 2.7504 -0.115
O 11.3544 -3.9869 3.8461 0.066
C 10.6879 -3.5622 4.9578 -0.539
O 11.0658 -3.7347 6.0824 0.143
O 9.5329 -2.9183 4.6218 0.088
H 7.6391 -1.8285 3.0577 0.062
H 8.3237 -2.3776 1.5151 0.085
H 7.7097 -3.5448 2.7057 0.098
H 10.1335 -1.7020 3.0878 0.165
H 11.0036 -3.5811 1.8338 0.096
H 9.8973 -4.7365 2.6130 0.141
C 10.5654 -5.0063 -3.7899 -0.021
C 11.0202 -4.9668 -2.3478 -0.344
C 9.9275 -5.2357 -1.3561 -0.101
O 10.4206 -4.5857 -0.1897 0.042
C 11.2144 -3.5602 -0.6278 -0.514
O 11.6526 -2.6869 0.0730 0.151
O 11.4412 -3.6571 -1.9687 0.094
H 11.3695 -4.6751 -4.4520 0.089
H 10.2693 -6.0176 -4.0780 0.092
H 9.7213 -4.3322 -3.9600 0.090
H 11.8693 -5.6443 -2.2058 0.163
H 9.7773 -6.3012 -1.1761 0.145
H 8.9697 -4.7781 -1.6243 0.143